No. 1
{
  "formula": "C13H17N3O7S",
  "method": "ωB97M-V/def2-TZVPD",
  "symbols": ["C", "N", "C", "C", "O", "O", "C", "C", "C", "C", "S", "O", "O", "N", "C", "C", "O", "C", "C", "C", "C", "N", "O", "O", "H", "H", "H", "H", "H", "H", "H", "H", "H", "H", "H", "H", "H", "H", "H", "H", "H"],
  "xyz": [[-3.9272, -0.7354, -1.4497], [-3.3929, 0.3033, -0.6406], [-4.6027, 1.2051, -0.3483], [-5.6619, 0.5164, 0.7102], [-6.6594, 1.2990, 0.8808], [-5.2451, -0.5018, 1.1854], [-2.0762, 0.5745, -0.3305], [-1.6041, 1.7364, -0.2360], [-0.2812, 1.7558, -0.1989], [0.4837, 0.7411, 0.0885], [2.3241, 0.9539, 0.0900], [2.5180, 1.9149, 1.4801], [2.7116, 1.7607, -1.1386], [2.8377, -0.4501, 0.4359], [3.5809, -1.0840, -0.8414], [5.1090, -0.3560, -1.0241], [5.6596, -0.8329, 0.1171], [4.9968, -0.1718, 1.5144], [3.6004, -0.6769, 1.6849], [-0.0740, -0.5629, 0.1861], [-1.3869, -0.5966, -0.2298], [-1.9093, -1.9023, 0.0566], [-1.0680, -2.9147, -0.0007], [-3.0599, -1.8286, 0.6023], [-3.1420, -1.0814, -2.0707], [-4.8021, -0.1800, -2.1513], [-4.3872, -1.6461, -0.8606], [-4.1130, 2.0883, 0.3813], [-5.1278, 1.5338, -1.0976], [-4.4043, -0.8754, 1.3865], [-2.2725, 2.7510, -0.3760], [0.1662, 2.8783, 0.0646], [2.9543, -0.5933, -1.6690], [3.4104, -2.0506, -0.7584], [5.4966, -0.8948, -1.6728], [5.0595, 0.7904, -1.1221], [5.7154, -0.4820, 2.2601], [5.1405, 0.6469, 1.2949], [3.1847, -0.0411, 2.1011], [3.7043, -1.7869, 1.6546], [0.5436, -1.2043, 0.0416]],
  "lumo_energy_ev": -1.794,
  "molar_mass_g_mol": 359.36,
  "smiles": "CN(CC(=O)O)c1ccc(S(=O)(=O)N2CCOCC2)cc1[N+](=O)[O-]",
  "orbital_gap_ev": 7.04
}

***

No. 2
{
  "formula": "C2N4O2",
  "method": "ωB97M-V/def2-TZVPD",
  "symbols": ["N", "N", "C", "O", "N", "N", "C", "O"],
  "xyz": [[2.0231, 0.0503, 0.1275], [1.3108, 1.2086, 0.0444], [-0.0733, 0.6075, -0.0664], [-1.2795, 1.0686, -0.0958], [-2.0753, -0.0647, 0.1579], [-1.3115, -1.1512, 0.0409], [-0.0081, -0.6463, -0.1589], [1.4139, -1.0728, -0.0496]],
  "lumo_energy_ev": -0.899,
  "molar_mass_g_mol": 112.05,
  "smiles": "n1nc2onnc2o1",
  "orbital_gap_ev": 10.59
}

***

No. 3
{
  "formula": "C8H9AuBrCeI2O4S",
  "method": "ωB97M-V/def2-TZVPD",
  "symbols": ["I", "I", "Au", "Ce", "S", "C", "C", "C", "C", "C", "C", "C", "C", "O", "O", "O", "O", "H", "H", "H", "H", "H", "H", "H", "H", "H", "Br"],
  "xyz": [[1.6499, 3.2580, -2.9236], [2.0667, 4.1698, -0.1200], [0.1595, -0.1965, 2.2074], [2.5933, 1.2070, -0.2797], [-0.2547, 1.0753, 0.2780], [2.0886, -0.9462, -1.4767], [3.4355, -0.9008, 0.7449], [-1.5761, 0.2217, -0.7171], [-2.8994, 0.8878, -0.3101], [-1.5939, -1.2585, -0.3785], [-1.2862, 0.4474, -2.1902], [1.4031, -0.4014, 3.7378], [-0.3181, -1.6606, 3.4759], [3.9466, -1.8822, 1.0900], [1.8926, -2.0078, -1.9087], [2.1448, -0.6115, 4.5957], [-0.5620, -2.4965, 4.2309], [-3.7151, 0.4670, -0.8984], [-2.8432, 1.9718, -0.5144], [-3.1155, 0.7279, 0.7633], [-2.4531, -1.7273, -0.8589], [-1.6643, -1.4269, 0.7033], [-0.6929, -1.7706, -0.7411], [-2.1131, 0.0361, -2.7735], [-0.3602, -0.0400, -2.5043], [-1.1997, 1.5099, -2.4111], [5.2670, 1.3470, -0.8207]],
  "lumo_energy_ev": [-17.736, -18.877],
  "total_charge": 4,
  "s_squared": 3.781,
  "spin_multiplicity": 4,
  "molar_mass_g_mol": 872.02,
  "orbital_gap_ev": [5.21, 3.73]
}

***

Number 2 is which compound?
C2N4O2